11
Properties=species:S:1:pos:R:3:forces:R:3 method="wB97M-V/def2-TZVPD" energy_ha=-248.097630 e_above_lowest_kj_mol=465.8 gap_ev="7.8523 / 7.8507" homo_energy_ha="-0.314 / -0.314" mol_weight_g_mol=79.10
C -2.319 0.088 -1.032 2.506 -1.301 -0.015
C -1.155 0.432 -0.277 0.086 2.966 3.142
C -1.682 -1.075 -1.374 0.560 -0.184 -0.167
C -0.045 -0.355 -0.525 -0.367 -2.350 -2.265
C 1.277 -0.471 0.156 -0.658 -3.905 -1.649
N -0.441 -1.349 -1.469 -0.323 0.298 0.055
H -3.285 0.432 -1.117 -1.605 0.673 0.073
H -1.101 1.098 0.667 -0.590 -0.839 -1.747
H 1.346 0.503 0.498 1.474 1.626 1.532
H 2.100 -0.954 -0.494 -1.201 1.728 0.424
H 1.165 -1.343 0.842 0.118 1.288 0.618